# 1
63
Properties=species:S:1:pos:R:3 method="wB97M-V/def2-TZVPD" largest_force_ha_per_bohr=0.0269 mol_weight_da=424.549 smiles="CCCCCn1c(CN2CCN(Cc3ccccc3)CC2)nc2c1c(=O)[nH]c(=O)n2C" e_above_lowest_kj_mol=117.9 e_tot_ev=-37408.17379 homo_lumo_gap_ev=9.05 homo_ev=-8.4
C -2.667 1.105 2.709
C -1.858 -0.134 2.347
C -2.629 -1.413 2.673
C -1.920 -2.691 2.213
C -2.301 -3.122 0.792
N -1.910 -2.172 -0.221
C -0.702 -1.982 -0.803
C 0.522 -2.789 -0.490
N 1.739 -2.028 -0.301
C 1.623 -1.000 0.717
C 3.000 -0.411 0.995
N 3.534 0.171 -0.220
C 4.788 0.863 0.018
C 4.580 2.095 0.858
C 3.495 2.926 0.604
C 3.296 4.069 1.357
C 4.183 4.399 2.368
C 5.267 3.578 2.624
C 5.462 2.430 1.875
C 3.649 -0.858 -1.233
C 2.272 -1.447 -1.521
N -0.718 -0.994 -1.684
C -1.980 -0.520 -1.673
C -2.758 -1.235 -0.773
C -4.149 -0.953 -0.590
O -4.949 -1.505 0.139
N -4.529 0.111 -1.405
C -3.789 0.860 -2.305
O -4.293 1.759 -2.939
N -2.464 0.509 -2.422
C -1.594 1.218 -3.333
H -3.600 1.124 2.148
H -2.108 2.009 2.479
H -2.907 1.108 3.769
H -0.915 -0.129 2.900
H -1.613 -0.097 1.284
H -2.772 -1.456 3.755
H -3.620 -1.371 2.217
H -0.838 -2.557 2.288
H -2.198 -3.517 2.871
H -1.847 -4.090 0.560
H -3.388 -3.218 0.731
H 0.699 -3.491 -1.312
H 0.349 -3.369 0.421
H 1.230 -1.452 1.632
H 0.948 -0.188 0.402
H 2.920 0.370 1.754
H 3.662 -1.210 1.380
H 5.187 1.167 -0.956
H 5.537 0.205 0.495
H 2.808 2.656 -0.183
H 2.447 4.707 1.154
H 4.030 5.293 2.954
H 5.963 3.829 3.412
H 6.308 1.790 2.082
H 4.049 -0.410 -2.147
H 4.329 -1.667 -0.911
H 2.363 -2.237 -2.270
H 1.612 -0.661 -1.911
H -5.504 0.383 -1.343
H -1.161 0.518 -4.046
H -2.192 1.966 -3.850
H -0.789 1.698 -2.777

# 2
59
Properties=species:S:1:pos:R:3 method="wB97M-V/def2-TZVPD" largest_force_ha_per_bohr=0.0142 total_charge=+1 mol_weight_da=370.513 smiles="CC[NH+](CC)C[C@H](C)[C@@H](C)OC(=O)C(O)(c1ccccc1)c1ccccc1" e_above_lowest_kj_mol=0.0 e_tot_ev=-31997.83578 homo_lumo_gap_ev=9.76 homo_ev=-11.7
C 0.265 3.665 1.288
C -0.698 3.236 0.195
N 0.005 2.592 -0.943
C 0.854 3.540 -1.720
C 2.334 3.338 -1.432
C -0.919 1.814 -1.807
C -0.181 0.745 -2.637
C -0.650 0.805 -4.092
C -0.384 -0.700 -2.110
C 0.782 -1.602 -2.500
O -0.611 -0.822 -0.689
C 0.257 -0.350 0.183
O 1.166 0.410 -0.104
C 0.057 -0.865 1.594
O 0.510 0.170 2.446
C -1.365 -1.248 1.960
C -1.594 -2.299 2.840
C -2.882 -2.605 3.244
C -3.953 -1.858 2.785
C -3.729 -0.792 1.932
C -2.441 -0.484 1.530
C 1.003 -2.067 1.534
C 0.600 -3.224 0.876
C 1.458 -4.306 0.798
C 2.722 -4.234 1.361
C 3.130 -3.074 1.996
C 2.277 -1.986 2.076
H 0.844 2.811 1.634
H 0.935 4.454 0.959
H -0.305 4.045 2.131
H -1.276 4.082 -0.184
H -1.392 2.508 0.620
H 0.658 1.874 -0.526
H 0.669 3.382 -2.783
H 0.555 4.560 -1.477
H 2.573 3.539 -0.392
H 2.642 2.321 -1.659
H 2.917 4.014 -2.051
H -1.667 1.328 -1.176
H -1.445 2.511 -2.463
H 0.891 0.957 -2.614
H -0.160 0.043 -4.690
H -1.724 0.647 -4.156
H -0.416 1.771 -4.531
H -1.319 -1.096 -2.520
H 1.703 -1.252 -2.039
H 0.909 -1.614 -3.578
H 0.592 -2.617 -2.161
H 0.544 -0.172 3.348
H -0.765 -2.885 3.208
H -3.046 -3.429 3.922
H -4.957 -2.100 3.098
H -4.557 -0.194 1.582
H -2.276 0.361 0.877
H -0.387 -3.275 0.439
H 1.139 -5.206 0.295
H 3.389 -5.080 1.299
H 4.117 -3.010 2.430
H 2.602 -1.074 2.554

# 3
74
Properties=species:S:1:pos:R:3 method="wB97M-V/def2-TZVPD" largest_force_ha_per_bohr=0.0738 mol_weight_da=612.490 smiles="O=C1CCCO1.O=C1CCCO1.O=C1OCCO1.O=C1OCCO1.O=C1OCCO1.O=C1OCCO1.O=C1OCCO1" e_tot_ev=-63272.33684 homo_lumo_gap_ev=10.64 homo_ev=-10.3
O -4.181 6.667 23.398
C -5.257 7.134 23.301
C -5.769 8.546 23.263
C -7.300 8.420 23.104
C -7.665 6.952 23.314
O -6.387 6.284 23.421
H -5.372 9.069 24.150
H -5.418 9.037 22.339
H -7.880 9.073 23.793
H -7.572 8.681 22.061
H -8.232 6.709 24.203
H -8.227 6.503 22.487
O -9.470 5.847 15.604
C -10.268 6.380 14.851
C -11.137 5.843 13.639
C -12.216 6.873 13.481
C -11.524 8.135 14.006
O -10.604 7.699 15.062
H -10.483 5.839 12.741
H -11.448 4.797 13.930
H -12.531 7.039 12.431
H -13.067 6.705 14.116
H -10.905 8.509 13.220
H -12.140 8.939 14.352
O -9.056 7.504 11.452
C -8.101 7.461 12.159
O -8.022 8.190 13.259
C -6.977 7.711 14.051
C -6.017 7.083 13.010
O -7.090 6.695 12.009
H -6.437 8.472 14.600
H -7.390 6.982 14.697
H -5.550 6.155 13.257
H -5.253 7.732 12.547
O -2.910 0.984 19.868
C -3.420 1.512 20.796
O -3.752 2.844 20.880
C -4.365 3.060 22.121
C -4.079 1.794 22.887
O -3.661 0.887 21.903
H -4.095 3.947 22.637
H -5.470 3.160 22.090
H -4.948 1.432 23.382
H -3.319 1.797 23.665
O -4.671 7.273 15.987
C -4.161 7.165 17.052
O -4.365 6.021 17.738
C -3.271 5.890 18.732
C -2.941 7.358 18.940
O -3.321 7.994 17.675
H -3.584 5.411 19.609
H -2.453 5.246 18.322
H -1.867 7.592 19.033
H -3.623 7.793 19.684
O -10.236 6.521 21.174
C -10.808 6.955 20.197
O -11.866 7.853 20.231
C -12.114 8.265 18.873
C -11.585 7.142 18.062
O -10.653 6.497 18.965
H -13.169 8.374 18.798
H -11.619 9.258 18.742
H -11.082 7.529 17.174
H -12.300 6.356 17.776
O -5.637 8.065 20.330
C -6.365 7.240 19.892
O -7.123 7.597 18.831
C -7.570 6.418 18.196
C -7.472 5.416 19.363
O -6.491 5.955 20.204
H -8.588 6.561 17.824
H -6.936 6.083 17.314
H -7.170 4.366 19.033
H -8.328 5.336 20.029

# 4
65
Properties=species:S:1:pos:R:3 method="wB97M-V/def2-TZVPD" largest_force_ha_per_bohr=0.0643 mol_weight_da=515.218 multiplicity=5 s2=6.090 e_tot_ev=-84638.44533 homo_lumo_gap_ev="4.49 / 6.49" homo_ev="-4.1 / -7.9"
C 4.001 1.288 1.037
C 2.676 0.792 1.072
N 2.063 0.416 -0.109
C 2.698 0.572 -1.275
C 3.979 1.119 -1.348
C 4.645 1.463 -0.173
C 1.893 0.761 2.255
P 0.333 -0.107 2.180
Mn 0.007 -0.205 -0.007
P 0.186 0.022 -2.212
C 1.989 0.117 -2.534
C -1.873 -0.811 0.099
C -2.163 -2.126 0.470
C -3.471 -2.635 0.415
C -4.535 -1.796 0.080
C -4.262 -0.458 -0.217
C -2.947 0.033 -0.221
O 1.108 3.546 1.871
O 0.440 3.466 -0.709
H 4.460 1.561 1.984
H 4.408 1.262 -2.336
H 5.649 1.875 -0.215
C 0.515 -1.677 3.065
C -0.743 0.867 3.268
H 2.175 0.816 -3.360
H 2.332 -0.884 -2.839
H 1.464 2.681 2.203
H 2.401 0.941 3.206
C -0.403 -1.245 -3.342
C -0.399 1.540 -2.997
H -1.372 -2.779 0.832
H -3.644 -3.686 0.632
H -5.560 -2.184 0.067
H -5.090 0.215 -0.451
H -2.748 1.080 -0.467
H -0.693 1.361 0.267
H -0.230 4.164 -0.820
H 0.748 3.545 0.235
H 1.723 4.218 2.209
H -0.120 1.498 -0.331
H 0.853 -1.458 4.085
H -0.454 -2.192 3.099
H 1.239 -2.312 2.542
H -0.369 0.775 4.296
H -0.726 1.919 2.957
H -1.765 0.476 3.211
H -0.055 1.531 -4.042
H -1.496 1.552 -2.978
H -0.008 2.413 -2.451
H -0.080 -0.980 -4.357
H -0.011 -2.216 -3.025
H -1.498 -1.262 -3.278
O 0.062 -3.192 -1.115
B 0.727 -2.138 -0.370
O 1.821 -2.760 0.341
C 1.731 -4.099 0.104
C 2.362 -5.128 0.775
C 1.885 -6.424 0.564
C 0.807 -6.668 -0.279
C 0.177 -5.628 -0.963
C 0.669 -4.358 -0.767
H 3.173 -4.910 1.459
H 2.361 -7.251 1.081
H 0.434 -7.679 -0.416
H -0.702 -5.770 -1.588